Entry 1:
Below is a structure of composition C66H110HgN2O33S11V in a non-equilibrium geometry, with properties calculated with the ωB97M-V functional and the def2-TZVPD basis.

XYZ file:
```
224
Properties=species:S:1:pos:R:3:forces:R:3:lowdin_charge:R:1
O -21.25069 -12.16298 -0.96012 1.88 -2.32 3.06 -0.27
V -20.65033 -13.08741 0.24083 -2.21 0.53 -2.67 1.12
Hg -24.30110 -19.96854 3.15593 -0.32 -2.60 0.24 1.22
C -26.95272 -24.94008 2.26718 1.54 2.07 0.32 -0.03
C -25.77523 -24.15657 2.32177 -1.40 -0.74 0.55 -0.38
C -25.75575 -22.88552 3.30240 -6.37 -3.47 1.48 -0.35
O -24.77613 -22.20203 3.31176 4.56 3.30 -0.22 -0.10
C -26.88284 -22.74153 4.23956 3.40 -0.01 -3.03 -0.05
C -27.97864 -23.60136 4.15789 -1.12 1.08 4.39 -0.36
C -28.00937 -24.64077 3.08213 -3.43 -3.31 -0.94 -0.41
O -29.01885 -25.42061 2.93550 0.15 1.64 1.16 -0.09
O -28.77743 -23.51094 5.17610 0.54 -0.89 -2.84 -0.08
O -24.78397 -24.48930 1.70649 1.92 0.51 -0.42 -0.01
H -27.05946 -25.76491 1.57823 0.19 0.03 0.05 0.11
H -26.75614 -22.00126 5.01567 -0.29 0.16 0.22 0.09
C -23.45444 -16.51868 0.49365 -2.15 -2.64 0.78 0.00
C -22.53854 -15.52469 0.59000 0.82 -1.01 -1.72 -0.37
C -21.48147 -15.57442 1.69775 0.31 1.17 1.51 -0.31
O -20.63777 -14.61119 1.88100 -0.57 1.44 -2.68 -0.13
C -21.45462 -16.56297 2.63459 -1.58 -1.84 -0.20 0.02
C -22.45957 -17.59003 2.60944 -1.28 0.43 -1.79 -0.26
C -23.67532 -17.54907 1.46713 1.54 1.81 2.00 -0.26
O -24.67679 -18.22508 1.70923 0.86 1.02 -1.24 -0.03
O -22.58561 -18.49750 3.40861 1.03 -0.17 0.98 -0.04
O -22.46767 -14.75709 -0.43235 2.19 2.09 1.60 -0.06
H -24.13381 -16.60424 -0.34154 -0.05 0.65 -0.32 0.11
H -20.70725 -16.65834 3.40837 0.15 0.36 -0.15 0.09
C -19.38557 -16.16287 8.79289 1.73 -0.81 -0.72 0.00
C -19.39007 -17.65778 8.27474 -3.36 0.14 1.37 -0.44
O -20.45523 -18.23635 8.02442 1.91 1.41 -0.12 0.04
C -18.11848 -18.39575 8.42650 0.83 -0.14 -1.84 -0.03
H -18.34689 -15.84131 8.86928 0.41 -0.33 0.33 0.07
H -19.75121 -16.14416 9.81957 -0.55 0.15 -0.31 0.09
H -19.70271 -15.35879 8.12883 -1.16 -0.54 0.19 0.03
H -18.08913 -19.31826 7.84665 -0.71 -0.52 0.71 0.08
H -17.81301 -18.50777 9.46681 0.15 0.14 -0.21 0.10
H -17.42064 -17.84725 7.79383 0.73 0.58 0.73 0.08
C -24.04761 -13.05195 -5.66646 -1.76 0.36 0.06 -0.03
C -24.05189 -12.38732 -4.27685 -0.13 -0.10 -2.23 -0.48
O -24.94121 -11.58841 -4.02880 1.04 -0.81 0.61 0.06
C -22.84825 -12.69727 -3.45657 -0.81 0.55 1.56 -0.03
H -23.94044 -14.12801 -5.80328 1.04 0.05 0.56 0.08
H -23.40582 -12.42294 -6.28334 0.22 -0.39 -0.20 0.08
H -25.07018 -12.95273 -6.03060 -0.04 0.53 -0.22 0.07
H -23.02790 -12.15976 -2.52549 0.45 -0.28 0.23 0.05
H -21.87055 -12.39222 -3.82958 -0.26 0.07 -0.48 0.09
H -22.83135 -13.77007 -3.26443 0.08 -0.06 0.12 0.09
C -20.09149 -14.64496 5.56726 0.28 0.00 0.73 -0.07
C -20.36812 -13.62568 6.58957 -0.29 0.86 -0.19 -0.31
N -20.57321 -12.72898 7.28806 0.12 -0.83 -0.27 0.14
H -20.65217 -15.55671 5.77332 -0.29 0.10 -0.19 0.07
H -19.04480 -14.92553 5.68490 0.14 0.07 -0.24 0.08
H -20.26296 -14.22309 4.57695 -0.08 -0.17 0.02 0.06
C -20.14917 -19.56621 5.01235 0.15 1.08 -0.27 -0.08
C -19.37261 -19.00487 3.90036 0.77 -0.22 -1.53 -0.24
N -18.77052 -18.60431 2.98759 -0.80 -0.42 1.46 0.16
H -21.02539 -20.11320 4.66432 0.29 -0.14 -0.13 0.05
H -20.53352 -18.67831 5.51435 -0.15 -0.22 0.46 0.07
H -19.51219 -20.12513 5.69789 -0.21 -0.01 -0.11 0.08
C -29.36900 -18.11059 3.65485 0.28 -0.89 0.66 -0.19
C -28.48078 -17.60996 2.47065 -0.39 0.86 0.82 -0.23
C -28.38019 -18.69951 1.44834 0.86 -1.06 0.32 -0.22
S -27.95444 -20.13195 2.52166 -2.75 -0.61 -2.45 0.74
O -26.66952 -19.79693 3.07664 -0.60 -0.13 0.44 -0.38
O -28.17555 -21.34638 1.73847 0.39 1.41 1.15 -0.29
C -29.40715 -19.66892 3.61163 0.47 -0.08 -0.13 -0.16
H -30.36715 -17.67662 3.71375 -0.17 -0.24 -0.59 0.10
H -28.96027 -17.84141 4.62880 0.46 0.20 -0.12 0.09
H -27.50951 -17.41304 2.92447 0.26 -0.06 -0.42 0.08
H -28.84247 -16.66276 2.07054 -0.11 -0.03 -0.09 0.11
H -27.54939 -18.66219 0.74372 -0.01 0.45 0.01 0.09
H -29.30379 -18.92595 0.91562 -0.02 -0.03 0.14 0.11
H -29.40329 -20.21850 4.55293 0.35 0.23 0.09 0.11
H -30.29713 -20.01402 3.08539 0.30 -0.22 -0.36 0.10
C -16.45089 -16.38096 2.39789 1.83 2.06 -0.67 -0.20
C -15.15449 -15.70911 1.74639 -0.05 0.05 1.02 -0.20
C -15.66597 -14.60383 0.79955 -0.97 -1.17 0.21 -0.21
S -17.01317 -13.75924 1.76749 0.30 -1.41 -1.45 0.79
O -18.19488 -13.61545 0.86840 1.36 -0.30 1.96 -0.41
O -16.41336 -12.56010 2.33619 -0.70 -0.27 0.14 -0.35
C -17.10821 -15.16702 3.06664 -1.37 -0.32 -1.34 -0.18
H -16.32729 -17.13012 3.17992 0.46 -0.09 -0.32 0.10
H -17.00392 -16.80790 1.56125 -0.46 0.06 0.34 0.10
H -14.48688 -16.45265 1.31103 -0.18 0.19 -0.48 0.11
H -14.55612 -15.18185 2.48940 0.04 -0.32 0.51 0.10
H -16.10438 -15.15865 -0.02995 -0.41 0.62 -0.24 0.07
H -15.00409 -13.82305 0.42486 0.07 -0.22 0.36 0.09
H -18.13584 -15.49568 3.22173 -0.32 0.89 0.23 0.07
H -16.60671 -14.86022 3.98450 -0.02 0.22 -0.24 0.11
C -16.40988 -9.57338 -3.41631 0.51 -1.31 -0.28 -0.19
C -15.62909 -9.23084 -2.11507 -0.27 0.42 -0.43 -0.23
C -16.55006 -9.58124 -0.97382 0.35 -1.19 0.36 -0.19
S -17.07580 -11.39070 -1.38666 -2.31 2.40 -0.36 0.80
O -18.48707 -11.59654 -0.87818 3.48 0.12 -1.00 -0.40
O -15.96496 -12.32031 -1.22237 -1.19 0.68 0.15 -0.32
C -17.24951 -10.85355 -3.17625 -0.68 -0.26 0.78 -0.21
H -15.77444 -9.80476 -4.27117 0.41 0.22 0.21 0.11
H -17.04044 -8.76023 -3.77586 -0.11 0.05 0.49 0.11
H -15.39914 -8.16537 -2.11149 -0.11 0.07 0.10 0.12
H -14.66541 -9.71822 -1.96714 -0.12 -0.38 -0.47 0.12
H -17.41452 -8.91732 -0.97344 -0.32 -0.48 0.10 0.11
H -16.03822 -9.55401 -0.01185 -0.19 -0.19 0.06 0.10
H -18.32077 -10.65610 -3.21504 0.00 0.09 0.01 0.09
H -17.07610 -11.69296 -3.84961 0.44 0.05 0.15 0.09
C -18.53226 -9.10424 4.15255 1.50 -0.28 1.59 -0.23
C -19.92237 -8.57368 4.22154 -1.00 1.12 -0.77 -0.22
C -20.90572 -9.68854 3.89134 -1.09 0.74 -2.24 -0.18
S -19.90718 -10.97028 3.05912 0.85 -2.30 3.27 0.80
O -20.25461 -11.53484 1.74264 0.04 0.92 0.75 -0.39
O -19.70493 -11.90928 4.18423 -0.08 0.47 -1.96 -0.32
C -18.40431 -10.01513 2.96068 -0.67 -0.25 -0.99 -0.20
H -18.36456 -9.64225 5.08557 0.39 -0.38 -0.14 0.13
H -17.80760 -8.29005 4.14440 0.04 -0.07 -0.18 0.13
H -19.92319 -7.74338 3.51535 -0.66 -0.11 -0.46 0.12
H -20.25230 -8.09390 5.14298 0.56 -0.32 0.31 0.13
H -21.59061 -9.45120 3.07728 -0.32 0.64 0.14 0.09
H -21.54120 -9.94420 4.73922 0.55 -1.04 -0.16 0.12
H -18.41642 -9.50368 1.99820 -0.04 0.28 -0.03 0.11
H -17.64560 -10.79456 2.89028 0.30 0.16 0.45 0.08
C -30.08644 -14.16040 -3.19724 -0.43 -1.49 0.81 -0.18
C -30.64125 -15.60877 -3.07176 1.57 -2.54 0.64 -0.22
C -29.51794 -16.66334 -3.51051 0.24 2.01 0.75 -0.18
S -28.04532 -15.79224 -2.78841 2.19 0.15 0.60 0.70
O -26.97407 -15.65724 -3.79016 -1.23 -0.51 0.97 -0.37
O -27.72988 -16.30019 -1.43610 -0.40 -0.13 -1.83 -0.37
C -28.69280 -14.13341 -2.42768 -1.87 -0.93 -1.14 -0.19
H -30.83705 -13.55848 -2.68501 0.26 0.58 -0.48 0.11
H -30.07955 -14.07216 -4.28364 0.54 1.12 0.13 0.11
H -31.55752 -15.95442 -3.55037 -0.11 0.95 -0.32 0.11
H -30.74872 -15.94094 -2.03918 -0.36 0.65 0.40 0.10
H -29.37964 -16.77115 -4.58632 0.13 0.10 0.12 0.10
H -29.59143 -17.62281 -2.99854 -0.04 0.13 -0.09 0.10
H -27.97934 -13.34380 -2.66348 -0.09 -0.28 -0.42 0.09
H -28.83257 -14.18563 -1.34794 -0.28 0.19 -0.10 0.09
C -19.82121 -15.44204 -4.75672 -1.40 1.07 1.07 -0.19
C -20.07531 -16.84281 -4.15138 1.60 0.10 -1.19 -0.23
C -20.21939 -16.71025 -2.68617 -0.55 0.15 1.30 -0.20
S -18.95878 -15.42923 -2.13726 0.95 0.69 -0.37 0.84
O -17.58670 -15.89801 -1.74117 -3.64 0.81 -0.87 -0.33
O -19.71908 -14.49465 -1.29282 0.67 -0.46 0.36 -0.42
C -18.88293 -14.57632 -3.84755 1.28 -3.16 0.28 -0.14
H -20.83509 -15.04325 -4.72314 0.11 0.72 -0.75 0.10
H -19.39091 -15.53681 -5.75369 -0.37 0.27 0.02 0.12
H -19.20094 -17.40127 -4.48558 -0.05 -0.72 0.53 0.12
H -20.96138 -17.30562 -4.58588 0.06 0.11 -0.05 0.13
H -20.41901 -17.60446 -2.09571 1.63 -0.48 0.12 0.11
H -21.20598 -16.32460 -2.42923 0.06 1.41 -0.21 0.10
H -17.90756 -14.92812 -4.18368 0.44 0.09 0.25 0.09
H -18.75193 -13.49476 -3.81329 -1.14 -0.09 0.23 0.09
C -25.17043 -19.18561 -1.98590 2.30 -1.19 0.22 -0.18
C -23.62993 -19.43743 -2.30561 -0.38 0.32 0.38 -0.19
C -23.09743 -20.68488 -1.52787 -0.03 0.26 -1.45 -0.21
S -24.37671 -21.35993 -0.38601 1.60 -0.55 -0.93 0.79
O -24.25213 -20.65598 0.90952 -0.44 -1.21 -2.58 -0.40
O -24.29240 -22.82226 -0.52016 -1.02 3.06 0.25 -0.29
C -25.67948 -20.53061 -1.44560 -0.46 0.38 1.37 -0.18
H -25.71187 -18.87091 -2.87804 -0.01 0.02 0.18 0.11
H -25.16568 -18.40602 -1.22412 -0.63 -0.15 0.03 0.08
H -23.04034 -18.55004 -2.07534 -0.11 0.14 0.26 0.07
H -23.51750 -19.55633 -3.38325 0.08 -0.40 0.01 0.10
H -22.07715 -20.58774 -1.15681 -0.31 0.23 0.69 0.09
H -22.98258 -21.42940 -2.31566 -0.27 -0.55 0.37 0.09
H -26.49360 -20.25928 -0.77353 -0.36 -0.84 -0.04 0.08
H -25.92806 -21.29260 -2.18430 -0.17 0.20 0.01 0.11
C -18.92758 -22.47138 2.59739 0.23 0.81 1.97 -0.19
C -19.62799 -22.96935 3.96190 -0.14 -0.33 -1.10 -0.18
C -20.96801 -23.63914 3.62465 0.25 1.37 -0.88 -0.17
S -21.65917 -22.54526 2.23026 0.03 -4.14 0.57 0.73
O -22.34612 -21.45562 2.85903 0.97 1.21 0.09 -0.39
O -22.35723 -23.41942 1.30190 1.47 1.70 0.52 -0.30
C -19.97674 -22.05729 1.59984 -1.52 -0.78 -1.14 -0.22
H -18.15939 -23.14559 2.21867 -0.54 -0.38 -0.17 0.11
H -18.36009 -21.57471 2.84643 0.10 0.05 0.20 0.08
H -19.77263 -22.10153 4.60539 -0.12 -0.16 -0.02 0.07
H -19.08856 -23.72920 4.52736 0.64 0.31 -0.18 0.11
H -21.62206 -23.68752 4.49526 -0.28 0.23 -0.38 0.08
H -20.83522 -24.64120 3.21677 -0.07 0.12 -0.17 0.10
H -20.11402 -21.03647 1.24321 0.53 0.35 0.72 0.09
H -19.88020 -22.62483 0.67427 -0.18 -0.24 0.05 0.09
C -25.20992 -21.76512 8.04621 -0.48 0.75 0.56 -0.20
C -24.66753 -23.06649 7.51221 1.10 -0.90 -1.51 -0.20
C -23.52749 -22.85540 6.46964 0.75 1.44 1.34 -0.15
S -22.98797 -21.03475 6.69643 -1.53 -3.13 -1.66 0.78
O -23.56722 -20.39143 5.48177 1.52 0.26 2.73 -0.41
O -21.55904 -21.03374 6.99558 -0.95 0.78 -0.13 -0.36
C -24.06194 -20.69740 8.18578 -0.40 -0.62 -1.29 -0.15
H -25.64206 -22.02103 9.01362 0.34 0.39 0.39 0.11
H -26.11563 -21.45072 7.52761 0.50 0.51 -0.64 0.12
H -25.37544 -23.64749 6.92110 -0.60 0.12 0.56 0.12
H -24.34010 -23.65897 8.36652 0.27 -0.18 -0.24 0.11
H -23.78739 -23.04297 5.42783 -0.34 0.51 0.03 0.08
H -22.59857 -23.38341 6.68510 -0.13 -0.17 0.23 0.08
H -24.35142 -19.65660 8.04075 -0.29 -0.17 0.32 0.06
H -23.48331 -20.84170 9.09817 0.18 0.06 -0.24 0.10
C -24.61933 -15.01708 5.41590 0.43 -0.57 -0.24 -0.19
C -24.01041 -15.64815 6.78839 -0.63 3.10 -1.38 -0.19
C -23.86962 -17.06735 6.49866 -1.16 -1.89 -0.71 -0.22
S -25.46599 -17.48818 5.66700 0.20 -1.20 -1.22 0.75
O -26.46884 -17.90960 6.61677 0.27 0.23 0.03 -0.31
O -25.15336 -18.42354 4.56089 -1.05 3.08 2.30 -0.42
C -25.89099 -15.75611 5.04512 -0.17 -1.68 1.17 -0.19
H -23.90956 -15.26842 4.62777 0.46 0.13 -0.01 0.10
H -24.75966 -13.93775 5.35718 0.09 0.00 0.57 0.11
H -24.67471 -15.40555 7.61781 -0.02 -0.22 0.05 0.12
H -23.07920 -15.10221 6.93972 0.13 -0.26 0.23 0.10
H -23.84798 -17.77918 7.32385 0.28 0.28 0.07 0.09
H -23.13205 -17.32626 5.73902 0.20 0.05 0.14 0.10
H -26.75586 -15.40990 5.61102 0.04 -0.22 0.22 0.10
H -26.24244 -15.96741 4.03521 0.66 0.50 -0.31 0.08
C -26.01315 -13.14514 0.76066 -0.42 -1.85 -2.17 -0.21
C -25.33858 -12.30545 -0.37746 -0.65 -0.68 1.99 -0.18
C -24.89263 -11.12687 0.51928 1.25 -0.35 -1.14 -0.18
S -23.93424 -11.96752 1.83064 -2.45 0.43 -0.64 0.70
O -23.95626 -11.23619 3.06565 0.62 0.30 0.22 -0.30
O -22.71985 -12.34603 1.18862 1.51 -0.64 0.10 -0.36
C -25.06628 -13.35191 1.95236 -0.87 0.37 0.46 -0.19
H -26.22659 -14.11210 0.30512 -0.02 -0.37 0.22 0.10
H -27.01329 -12.75577 0.95092 0.28 0.37 0.74 0.12
H -25.98558 -12.12732 -1.23639 -0.35 0.66 0.46 0.11
H -24.58833 -12.95888 -0.82271 0.85 0.54 0.38 0.10
H -25.71397 -10.60589 1.01130 -0.03 0.02 -0.27 0.11
H -24.21512 -10.47391 -0.03093 0.05 0.36 0.45 0.11
H -25.62317 -13.25089 2.88391 0.11 0.43 0.10 0.10
H -24.58112 -14.32005 2.07652 0.31 0.05 -0.78 0.10
```
Forces are in eV/Å.

Computed properties:
2S+1: 2
⟨S²⟩: 0.82
HOMO level (alpha / beta): -3.6 / -3.6 eV

***

Entry 2:
Below is a cluster of 2 separate species, CH4N5O3 in total in a non-equilibrium geometry, with properties calculated with the ωB97M-V functional and the def2-TZVPD basis.

XYZ file:
```
13
Properties=species:S:1:pos:R:3:forces:R:3:lowdin_charge:R:1
C 0.88829 -0.92154 -1.24778 -1.25 0.24 2.67 -0.75
N -1.13062 1.78545 0.62823 -0.59 1.17 -4.64 -0.05
N 1.15202 -0.90694 -2.45373 1.22 0.10 -2.38 0.14
N -0.21707 -1.73378 -0.84476 0.65 0.80 1.46 0.09
N 1.40615 -0.21559 -0.20336 1.10 0.41 0.81 0.07
N -0.92927 1.30630 1.80879 -0.38 -0.72 2.09 -0.52
O -0.02893 0.49473 2.03795 0.69 -0.95 0.49 -0.04
O -1.68293 1.74889 2.69033 0.21 0.05 0.26 -0.04
O -0.67970 1.08548 -0.37391 -1.29 1.21 2.11 -0.15
H -0.91709 -1.06094 -0.54164 -0.08 -0.02 0.28 0.06
H -0.54318 -2.13119 -1.66691 -0.93 -1.22 -1.76 0.03
H 0.76124 -0.08597 0.66299 1.38 -0.10 -1.83 0.06
H 1.92107 0.63510 -0.49620 -0.71 -0.98 0.45 0.10
```
Forces are in eV/Å.

Computed properties:
charge: -1
HOMO level (alpha / beta): -4.5 / -4.9 eV
energy relative to the best compared isomer or geometry (same formula, charge and spin): 6.6 kJ/mol

***

Entry 3:
Below is an isolated molecule of C5H6ClN3 in a non-equilibrium geometry, with properties calculated with the ωB97M-V functional and the def2-TZVPD basis.

XYZ file:
```
15
Properties=species:S:1:pos:R:3:forces:R:3:lowdin_charge:R:1
C 0.81196 2.20183 -0.05963 -0.43 1.03 -0.31 -0.19
C -0.26854 0.33133 -0.10405 -5.23 -3.06 0.39 -0.19
C 1.03720 0.07136 0.00155 -0.36 -0.18 0.26 -0.34
C -1.69861 -0.67441 -0.07213 3.15 1.82 -0.71 -0.68
C 1.48175 -1.32725 0.22200 3.45 0.52 -0.95 -0.05
N 1.72350 1.28790 -0.03033 0.55 -1.61 0.53 0.10
N -1.72372 -1.88962 -0.26868 2.14 -0.06 0.14 0.10
N -0.46068 1.65696 -0.14903 2.22 1.98 0.04 0.06
Cl -3.11742 0.31414 0.05969 -0.71 0.53 0.24 0.66
H 1.08821 3.28210 -0.01850 -0.82 -1.06 -0.18 0.13
H 2.44289 -1.24096 0.88425 -1.68 -0.72 -1.26 0.11
H 0.72336 -1.97551 0.63821 -0.08 0.16 0.19 0.05
H 1.73636 -1.70650 -0.82380 0.10 -0.05 1.52 0.10
H -2.50412 -2.50530 -0.31276 -1.00 0.28 0.12 0.06
H -1.27216 2.17394 0.03320 -1.28 0.41 0.00 0.09
```
Forces are in eV/Å.

Computed properties:
HOMO level: -8.8 eV
SMILES: [H]/N=C(\Cl)c1[nH]cnc1C
energy relative to the best compared isomer or geometry (same formula, charge and spin): 71.0 kJ/mol